# 1
Density functional theory data (wB97M-V/def2-TZVPD) for a cluster of 4 separate species, C30H44FINO14PS3 in total.

The SMILES is CCC[C@H](C)c1c(F)cc2c(c1P(C)CC)C(=O)C(N=C(C)C)=C(CCCI)C2=O.O=S1(=O)OCCO1.O=S1(=O)OCCO1.O=S1(=O)OCCO1. The LUMO energy comes out at -0.76 eV. For the HOMO energy, the calculation gives -0.2863 Ha. As for the total energy: -114576.993 eV. The spin multiplicity is 1.

Each line ends with the Löwdin charge.
CARTESIAN COORDINATES (ANGSTROEM)
C -4.59 6.35 -1.74  -0.13
C -5.18 5.69 -3.12  -0.25
C -4.17 4.68 -3.83  -0.19
C -4.69 3.18 -4.05  -0.33
C -6.24 3.04 -4.51  -0.08
C -4.29 2.16 -2.85  -0.06
C -5.25 2.19 -1.62  -0.08
F -6.36 3.10 -1.50  -0.03
C -5.06 1.25 -0.37  0.07
C -3.90 0.25 -0.47  -0.03
C -2.91 0.20 -1.71  -0.03
C -3.04 1.19 -2.94  -0.21
P -1.85 1.19 -4.40  0.96
C -1.50 3.00 -4.99  -0.30
C -0.10 0.63 -3.96  -0.42
C 0.24 -0.67 -4.89  -0.18
C -1.81 -0.94 -1.57  -0.23
O -1.45 -1.76 -2.45  0.04
C -1.17 -1.15 -0.09  -0.12
N 0.27 -1.44 0.14  0.09
C 0.42 -2.76 -0.09  -0.25
C -0.20 -3.91 0.87  -0.05
C 1.21 -3.33 -1.38  -0.04
C -2.09 -1.08 1.02  -0.06
C -1.64 -1.29 2.55  -0.14
C -0.60 -0.11 2.98  -0.30
C -1.39 1.26 3.40  -0.63
I -1.62 1.27 5.57  0.67
C -3.66 -0.75 0.77  -0.25
O -4.58 -1.19 1.50  0.05
H -3.49 6.64 -1.83  0.07
H -4.81 5.59 -0.92  0.07
H -5.29 7.25 -1.53  0.08
H -5.30 6.59 -3.83  0.11
H -6.20 5.27 -2.83  0.09
H -3.23 4.62 -3.17  0.10
H -3.85 5.12 -4.84  0.12
H -4.12 2.76 -4.97  0.10
H -6.98 3.55 -3.82  0.06
H -6.30 3.55 -5.55  0.09
H -6.46 1.92 -4.60  0.09
H -5.78 1.29 0.52  0.12
H -0.40 3.08 -5.35  0.05
H -1.62 3.75 -4.15  0.03
H -2.14 3.22 -5.92  0.04
H 0.11 0.46 -2.86  0.07
H 0.70 1.40 -4.30  0.08
H -0.64 -1.40 -4.91  0.06
H 0.31 -0.24 -5.97  0.08
H 1.25 -1.15 -4.64  0.05
H -0.09 -4.97 0.41  0.08
H 0.30 -3.93 1.91  0.09
H -1.33 -3.73 0.93  0.08
H 1.81 -2.53 -1.92  0.07
H 1.87 -4.24 -1.11  0.08
H 0.45 -3.74 -2.16  0.10
H -2.56 -1.15 3.23  0.11
H -1.22 -2.32 2.77  0.09
H 0.07 0.21 2.09  0.09
H 0.04 -0.42 3.89  0.07
H -0.75 2.14 3.01  0.07
H -2.39 1.25 2.85  0.05
O 4.00 1.11 -4.48  -0.23
S 4.25 -0.30 -4.41  0.63
O 3.81 -1.22 -5.41  -0.23
O 3.75 -0.83 -2.97  -0.21
C 4.83 -1.42 -2.26  -0.18
C 6.08 -0.72 -2.77  -0.16
O 5.84 -0.52 -4.17  -0.19
H 4.85 -2.49 -2.51  0.13
H 4.69 -1.31 -1.19  0.11
H 6.98 -1.31 -2.61  0.14
H 6.19 0.26 -2.31  0.14
O 2.82 1.08 2.17  -0.23
S 3.73 -0.02 2.19  0.65
O 4.32 -0.56 1.00  -0.24
O 3.05 -1.23 3.02  -0.19
C 3.88 -1.59 4.13  -0.19
C 4.63 -0.31 4.49  -0.16
O 4.92 0.31 3.24  -0.19
H 4.57 -2.37 3.80  0.13
H 3.28 -1.96 4.96  0.07
H 5.55 -0.51 5.04  0.14
H 3.99 0.37 5.07  0.14
O 2.88 -2.35 6.73  -0.23
S 3.79 -3.46 6.75  0.67
O 4.38 -4.00 5.56  -0.21
O 3.09 -4.66 7.58  -0.18
C 3.92 -5.02 8.69  -0.16
C 4.67 -3.74 9.05  -0.17
O 4.97 -3.12 7.80  -0.18
H 4.61 -5.80 8.36  0.14
H 3.31 -5.39 9.52  0.14
H 5.58 -3.95 9.61  0.14
H 4.04 -3.06 9.63  0.14

---

# 2
Density functional theory data (wB97M-V/def2-TZVPD) for a structure of composition C16H24ClN2O8P2Pd.

Its expectation value of S² is 6.0553. The LUMO energy (alpha / beta) comes out at -9.93 / -14.95 eV. For the HOMO energy (alpha / beta), the calculation gives -0.6599 / -0.6870 Ha. Its total charge is +3. As for the total energy: -70880.842 eV. The spin multiplicity is 5.

Each line ends with the Löwdin charge.
CARTESIAN COORDINATES (ANGSTROEM)
C 0.20 -0.09 -5.02  0.01
C -0.09 0.53 -3.68  -0.73
H 1.27 0.02 -5.20  0.12
H -0.39 0.41 -5.80  0.12
H -0.04 -1.17 -4.95  0.14
O 0.76 0.70 -2.81  0.18
Cl -1.75 0.77 -3.31  0.92
Pd 0.03 -0.21 1.26  0.68
P -0.26 2.18 0.00  0.87
C 1.16 3.09 0.69  -0.24
C -0.49 3.24 -1.48  -0.27
H -0.69 4.29 -1.20  0.08
H -1.88 3.90 0.62  0.08
H -1.34 2.86 -2.05  -0.01
H -2.47 2.23 0.97  0.05
H 2.02 2.84 0.06  0.06
H 0.40 3.18 -2.11  0.05
C -1.61 2.91 1.03  -0.24
H 0.97 4.16 0.64  0.08
H -1.28 2.99 2.07  0.05
H 1.37 2.78 1.71  0.05
P -0.07 -2.21 0.23  0.73
C 1.41 -3.06 0.82  -0.23
C -1.47 -2.93 1.16  -0.22
H -1.18 -2.32 -1.93  0.05
H -0.39 -3.85 -1.48  0.08
H 0.58 -2.48 -2.07  0.06
C -0.29 -2.75 -1.47  -0.23
H -2.37 -2.34 0.91  0.06
H -1.61 -3.98 0.87  0.08
H 1.35 -4.12 0.59  0.08
H 1.51 -2.91 1.90  0.05
H -1.28 -2.83 2.24  0.05
H 2.27 -2.62 0.32  0.06
C 1.99 0.05 1.29  -0.15
O 3.12 0.33 1.32  0.20
O 1.14 0.44 3.41  -0.01
C -0.10 0.28 3.74  -0.56
O -1.10 0.59 3.01  -0.05
C -0.44 -0.39 5.03  -0.02
C -0.01 -1.67 5.39  0.15
C -0.50 -2.23 6.60  -0.03
C -1.32 -1.44 7.43  0.23
C -1.77 -0.17 7.02  -0.05
C -1.37 0.31 5.77  0.14
N -2.55 0.71 7.83  -0.29
O -2.90 0.36 8.97  0.16
O -2.83 1.82 7.31  0.11
N -0.19 -3.60 6.90  -0.29
O 0.44 -4.26 6.04  0.11
O -0.57 -4.05 8.01  0.16
H 0.64 -2.25 4.73  0.14
H -1.62 -1.83 8.41  0.17
H -1.79 1.23 5.36  0.16

---

# 3
Density functional theory data (wB97M-V/def2-TZVPD) for a cluster of 2 separate species, C5H14 in total.

The SMILES is CCC.CC. The energy relative to the best compared isomer or geometry (same formula, charge and spin) is 6.5 kcal/mol. The LUMO energy comes out at 1.14 eV. For the HOMO energy, the calculation gives -0.4081 Ha. As for the total energy: -5411.766 eV. The spin multiplicity is 1.

Each line ends with the Löwdin charge.
CARTESIAN COORDINATES (ANGSTROEM)
C 0.77 -2.92 -0.98  -0.13
C 0.46 -1.55 -0.39  -0.34
C 1.64 -0.63 -0.12  -0.12
H 1.30 -3.58 -0.29  0.07
H -0.16 -3.40 -1.27  0.06
H 1.43 -2.86 -1.86  0.07
H -0.17 -1.70 0.49  0.10
H -0.28 -1.06 -1.03  0.09
H 1.43 0.06 0.70  0.05
H 1.85 0.00 -0.99  0.07
H 2.53 -1.22 0.12  0.07
C -0.71 2.41 0.31  -0.16
C -2.03 2.32 1.09  -0.16
H -0.80 1.97 -0.69  0.06
H -0.34 3.41 0.13  0.06
H 0.09 1.84 0.80  0.04
H -2.79 1.78 0.56  0.06
H -2.38 3.32 1.36  0.06
H -1.85 1.83 2.04  0.05